Record 1
CO5S2 | wB97M-V/def2-TZVPD

The multiplicity is 1. The HOMO energy is -0.256 eV. The calculation puts the relative energy (zero: lowest compared OMol25 entry of this formula, charge and spin) at 129.0 kJ/mol. As for the charge: -2. As for the LUMO energy: 6.36 eV. For the largest force on an atom, the calculation gives 0.081 hartree/bohr. The electronic energy comes out at -32944.3288 eV.

Geometry as XYZ:
```
8
CO5S2, DFT wB97M-V/def2-TZVPD
C 2.049 -0.108 0.162
O 2.236 0.956 0.734
O -2.639 1.325 -0.781
O 2.674 -1.169 0.223
O 0.909 -0.077 -0.757
O -2.863 -0.487 1.019
S -0.504 -0.960 -0.826
S -1.862 0.520 0.225
```

Partial charges, Mulliken, in e: atom 1 (C): 0.60, atom 2 (O): -0.66, atom 3 (O): -0.58, atom 4 (O): -0.70, atom 5 (O): -0.30, atom 6 (O): -0.68, atom 7 (S): -0.13, atom 8 (S): 0.44

***

Record 2
C2H6N2OS | wB97M-V/def2-TZVPD

The multiplicity is 1. The HOMO energy is -9.602 eV. The calculation puts the relative energy (zero: lowest compared OMol25 entry of this formula, charge and spin) at 323.9 kJ/mol. Its structure (SMILES) is CN(S)/C=N\O. As for the LUMO energy: 0.70 eV. For the largest force on an atom, the calculation gives 0.040 hartree/bohr. The electronic energy comes out at -18031.4480 eV.

Geometry as XYZ:
```
12
C2H6N2OS, DFT wB97M-V/def2-TZVPD
C 0.036 -1.870 -0.529
N -0.121 -0.430 -0.252
S -1.726 0.099 -0.240
C 0.615 0.024 0.919
N 1.506 0.953 0.887
O 1.780 1.542 -0.327
H 1.098 -2.073 -0.630
H -0.387 -1.920 -1.542
H -0.426 -2.495 0.264
H -2.156 -0.686 0.732
H 0.370 -0.375 1.877
H 1.275 1.056 -1.029
```

Atomic partial charges in e from the Mulliken method, atoms 1 to 8: atom 1 (C): -0.90, atom 2 (N): -0.23, atom 3 (S): -0.15, atom 4 (C): 0.00, atom 5 (N): -0.32, atom 6 (O): -0.32, atom 7 (H): 0.36, atom 8 (H): 0.29

***

Record 3
C2H7NOS | wB97M-V/def2-TZVPD

The multiplicity is 1. The HOMO energy is -9.360 eV. The calculation puts the relative energy (zero: lowest compared OMol25 entry of this formula, charge and spin) at 585.0 kJ/mol. As for the LUMO energy: -3.95 eV. For the largest force on an atom, the calculation gives 0.075 hartree/bohr. The electronic energy comes out at -16554.7084 eV.

Geometry as XYZ:
```
12
C2H7NOS, DFT wB97M-V/def2-TZVPD
O -0.913 -0.464 2.183
C -0.369 -0.753 1.051
C 0.552 0.436 0.591
N 1.323 -0.033 -0.499
H 0.205 -1.702 1.046
H -0.140 1.243 0.332
H 1.162 0.721 1.445
H 2.090 0.595 -0.731
H -1.120 -0.848 0.187
H 0.670 -0.121 -1.266
S -1.290 0.500 -1.668
H -2.169 0.425 -2.671
```

Atomic partial charges in e from the Mulliken method, atoms 1 to 8: atom 1 (O): -0.38, atom 2 (C): 0.09, atom 3 (C): -0.61, atom 4 (N): -0.47, atom 5 (H): 0.33, atom 6 (H): 0.37, atom 7 (H): 0.41, atom 8 (H): 0.24

***

Record 4
C18H38N2O8P | wB97M-V/def2-TZVPD

The multiplicity is 1. The HOMO energy is -3.881 eV. The calculation puts the relative energy (zero: lowest compared OMol25 entry of this formula, charge and spin) at 0.0 kJ/mol. As for the charge: -1. As for the LUMO energy: 2.16 eV. For the largest force on an atom, the calculation gives 0.011 hartree/bohr. The electronic energy comes out at -47933.2317 eV.

Geometry as XYZ:
```
67
C18H38N2O8P, DFT wB97M-V/def2-TZVPD
C 1.984 0.247 1.503
C 1.403 -0.249 0.205
O 1.347 -1.437 -0.035
N 0.999 0.689 -0.706
C 0.450 1.986 -0.290
C -0.795 1.921 0.607
C -2.078 2.448 -0.049
C -3.376 1.783 0.464
N -3.959 0.831 -0.446
P -3.405 -0.644 -0.436
O -4.154 -1.722 -1.157
H 1.873 1.313 1.666
H 3.044 0.005 1.555
H 1.473 -0.283 2.308
H 0.464 0.235 -1.437
H 0.204 2.524 -1.207
H 1.249 2.563 0.173
H -0.595 2.512 1.508
H -0.964 0.896 0.952
H -2.053 2.251 -1.124
H -2.139 3.527 0.118
H -3.147 1.326 1.449
H -4.117 2.565 0.665
H -3.194 -1.022 0.938
H -2.043 -0.701 -0.881
O -4.811 -8.193 -4.130
C -4.465 -7.128 -3.683
O -4.210 -7.030 -2.372
C -3.617 -5.850 -1.784
C -4.620 -4.772 -1.460
C -4.379 -5.893 -4.553
H -2.820 -5.479 -2.428
H -3.143 -6.222 -0.877
H -5.109 -4.389 -2.355
H -4.138 -3.917 -0.984
H -5.392 -5.163 -0.795
H -5.357 -5.413 -4.559
H -4.142 -6.212 -5.565
H -3.644 -5.164 -4.228
O 3.597 4.010 -1.932
C 4.012 3.145 -2.652
O 3.187 2.146 -3.012
C 3.517 1.168 -4.000
C 4.284 0.004 -3.410
C 5.455 3.113 -3.111
H 4.040 1.628 -4.840
H 2.552 0.828 -4.371
H 5.253 0.317 -3.018
H 4.453 -0.760 -4.170
H 3.715 -0.437 -2.591
H 6.038 2.578 -2.363
H 5.813 4.138 -3.159
H 5.608 2.640 -4.078
O 3.325 2.024 3.728
C 2.529 2.000 4.624
O 1.354 2.640 4.445
C 0.244 2.499 5.336
C 0.318 3.466 6.499
C 2.816 1.320 5.944
H 0.147 1.465 5.668
H -0.625 2.715 4.718
H 1.186 3.274 7.130
H -0.578 3.381 7.115
H 0.390 4.489 6.130
H 3.306 2.039 6.600
H 3.504 0.501 5.753
H 1.936 0.929 6.447
```

Atomic partial charges in e from the Mulliken method, atoms 1 to 8: atom 1 (C): -0.75, atom 2 (C): 0.28, atom 3 (O): -0.69, atom 4 (N): 0.03, atom 5 (C): -1.49, atom 6 (C): 0.20, atom 7 (C): -0.78, atom 8 (C): -0.75

***

- Among the records above, which one has the lowest HOMO?
  C2H6N2OS